Entry 1:
Density functional theory data (the ωB97M-V functional and the def2-TZVPD basis) for C18H23AuN2OS as an isolated structure.

Last column: natural (NBO) charge in e.
Element x y z (Å)
H (-0.699, -1.815, 5.087)  0.461
H (4.099, -0.126, -1.472)  0.228
C (3.491, 0.165, -2.319)  -0.211
H (0.849, -3.186, 3.897)  0.250
H (1.403, -1.517, 4.033)  0.250
C (2.114, 0.034, -2.258)  -0.148
H (-0.081, 4.807, -1.616)  0.241
Au (-0.718, -1.368, -0.574)  0.646
H (0.739, 2.903, -2.946)  0.233
C (-2.124, 1.527, -1.714)  -0.228
H (-1.993, 0.011, 1.753)  0.249
C (0.666, -2.166, 3.568)  -0.251
H (1.336, 1.142, -5.383)  0.244
C (-1.688, -2.619, 1.981)  -0.259
C (-0.985, -0.342, 3.663)  -0.252
S (-0.413, 0.236, -3.399)  1.319
H (5.170, 0.754, -3.518)  0.241
C (3.322, 1.030, -4.565)  -0.184
C (-2.569, 2.604, -0.958)  -0.207
C (-0.643, 3.883, -1.632)  -0.203
H (-2.178, 4.618, -0.327)  0.238
H (-3.522, 2.543, -0.444)  0.232
H (-1.937, -0.058, 4.103)  0.251
C (-0.183, 2.814, -2.385)  -0.147
H (3.794, 1.410, -5.461)  0.245
H (-1.410, -3.585, 1.567)  0.249
N (-0.675, -1.618, 1.538)  -0.455
H (1.640, -0.360, -1.367)  0.191
O (-0.834, -0.997, -2.585)  -0.976
C (0.666, -2.043, 2.025)  -0.257
C (4.093, 0.664, -3.471)  -0.158
H (-2.734, 0.637, -1.817)  0.238
H (1.402, -1.315, 1.692)  0.244
C (-1.012, -0.283, 2.117)  -0.262
C (1.943, 0.885, -4.520)  -0.192
H (-0.208, 0.292, 4.084)  0.248
C (-0.919, 1.637, -2.399)  -0.291
H (0.909, -2.998, 1.568)  0.251
C (-1.747, -2.681, 3.525)  -0.251
H (-2.656, -2.347, 1.567)  0.251
C (1.356, 0.400, -3.361)  -0.309
H (-0.295, 0.445, 1.747)  0.250
C (-1.825, 3.775, -0.909)  -0.176
H (-1.544, -3.680, 3.900)  0.252
N (-0.692, -1.758, 4.069)  -0.330
H (-2.708, -2.354, 3.916)  0.249

The value obtained for the maximum force is 0.472 eV Å⁻¹. The charge is +2. The electronic energy is -38578.687 eV. For the molar mass, the calculation gives 512.43 u. As for the spin multiplicity: 1. The HOMO energy is -14.64 eV.


Entry 2:
Density functional theory data (the ωB97M-V functional and the def2-TZVPD basis) for a 2-piece molecular cluster, CH2NO4S overall in a non-equilibrium geometry.

Last column: natural (NBO) charge in e.
Element x y z (Å)
S (1.214, 0.582, -0.263)  2.241
C (-0.038, -0.880, 0.314)  0.407
O (0.288, -1.967, 0.572)  -0.470
H (-2.677, -1.087, 0.959)  0.399
O (2.306, 0.241, 0.545)  -0.946
H (-0.192, 2.046, -0.562)  0.367
O (1.310, 0.166, -1.662)  -0.946
O (-2.871, -1.047, 0.038)  -0.913
N (0.660, 1.945, 0.057)  -1.139

The value obtained for the maximum force is 3.254 eV Å⁻¹. The charge is -1. The electronic energy is -21581.942 eV. As for the relative energy (zero: lowest compared OMol25 entry of this formula, charge and spin): 4.749 eV. For the molar mass, the calculation gives 124.10 u. As for the spin multiplicity: 1. The HOMO energy (alpha / beta) is -5.92 / -3.62 eV.


Entry 3:
Density functional theory data (the ωB97M-V functional and the def2-TZVPD basis) for one molecule with the formula C20H24N2O3.

Last column: natural (NBO) charge in e.
Element x y z (Å)
H (2.577, -2.467, 1.289)  0.257
C (7.895, -0.174, -1.306)  -0.207
C (-3.455, 2.041, 0.824)  -0.228
C (-6.144, -1.483, -1.849)  -0.643
C (-3.947, 2.150, -0.623)  -0.418
H (5.358, 1.716, 0.898)  0.205
H (0.279, -2.930, 2.032)  0.216
C (-4.670, -1.980, 0.139)  -0.644
N (-2.387, 1.082, 0.977)  -0.611
O (-5.435, 0.308, -0.312)  -0.550
C (5.793, -0.126, -0.133)  -0.156
H (3.561, 0.889, 0.116)  0.404
H (-5.039, -3.000, 0.190)  0.220
C (4.567, -0.871, 0.283)  0.673
H (-4.770, 2.864, -0.649)  0.213
H (-3.142, 2.518, -1.260)  0.214
C (6.048, 1.186, 0.256)  -0.154
H (-6.577, -2.479, -1.832)  0.217
H (-5.271, -1.497, -2.498)  0.205
H (7.415, 2.826, 0.172)  0.216
C (1.827, -1.695, 1.248)  -0.227
C (7.218, 1.810, -0.139)  -0.227
H (-3.065, 3.006, 1.152)  0.235
C (-5.764, -1.067, -0.427)  0.112
H (-4.289, 1.742, 1.463)  0.208
C (6.733, -0.805, -0.903)  -0.169
C (-4.432, 0.809, -1.172)  -0.071
N (3.457, -0.079, 0.386)  -0.597
H (-4.403, -1.658, 1.144)  0.209
H (9.045, 1.631, -1.238)  0.216
H (8.615, -0.704, -1.911)  0.217
H (-3.587, 0.112, -1.244)  0.159
H (1.424, 1.559, 0.392)  0.231
H (-6.650, -1.152, 0.214)  0.185
H (6.532, -1.830, -1.177)  0.235
H (-1.436, -1.188, 1.970)  0.205
C (-1.085, 1.438, 1.044)  0.643
C (1.188, 0.562, 0.736)  -0.233
C (-0.442, -0.966, 1.609)  -0.235
C (8.137, 1.137, -0.928)  -0.195
H (-3.781, -1.972, -0.488)  0.203
H (-6.876, -0.790, -2.257)  0.219
C (-0.116, 0.302, 1.133)  -0.052
H (-2.635, 0.110, 0.894)  0.395
O (4.579, -2.067, 0.485)  -0.599
C (2.167, -0.426, 0.788)  0.156
O (-0.717, 2.598, 1.035)  -0.629
H (-4.834, 0.957, -2.185)  0.174
C (0.531, -1.948, 1.660)  -0.195

The value obtained for the maximum force is 0.500 eV Å⁻¹. The electronic energy is -30253.432 eV. As for the relative energy (zero: lowest compared OMol25 entry of this formula, charge and spin): 0.946 eV. For the molar mass, the calculation gives 340.42 u. As for the spin multiplicity: 1. The HOMO energy is -8.68 eV. The structure (SMILES) is CC(C)OCCCNC(=O)c1cccc(NC(=O)c2ccccc2)c1.


Entry 4:
Density functional theory data (the ωB97M-V functional and the def2-TZVPD basis) for one molecule with the formula C3H5IN2S in a non-equilibrium geometry.

Last column: Löwdin spin population.
Element x y z (Å)
H (1.557, -2.369, -0.241)  0.015
I (3.185, 0.183, 0.222)  0.155
H (-2.416, 1.230, -0.103)  -0.002
C (-0.441, 0.516, 0.102)  0.078
S (-0.213, -1.107, 0.790)  0.192
H (0.315, -1.838, -1.425)  0.003
H (-1.354, 2.305, 0.814)  0.000
C (-1.620, 1.265, 0.641)  0.047
C (0.949, -1.532, -0.587)  0.052
H (-1.979, 0.810, 1.562)  0.007
N (0.305, 0.975, -0.774)  0.690
N (1.712, -0.438, -1.003)  0.762

The value obtained for the maximum force is 3.071 eV Å⁻¹. The electronic energy is -25103.041 eV. As for the relative energy (zero: lowest compared OMol25 entry of this formula, charge and spin): 1.577 eV. For the molar mass, the calculation gives 228.06 u. As for the spin multiplicity: 3. The HOMO energy (alpha / beta) is -7.36 / -9.04 eV.


Entry 5:
Density functional theory data (the ωB97M-V functional and the def2-TZVPD basis) for C3HO3 as an isolated structure in a non-equilibrium geometry.

Last column: natural (NBO) charge in e.
Element x y z (Å)
H (0.994, 1.288, -0.247)  0.188
O (-1.563, 1.353, -0.024)  -0.700
O (1.403, -1.841, 0.161)  -0.593
C (1.376, -0.609, -0.124)  0.536
C (-1.157, 0.226, 0.120)  0.889
C (0.714, 0.413, -0.211)  -0.636
O (-1.768, -0.831, 0.327)  -0.685

The value obtained for the maximum force is 10.800 eV Å⁻¹. The charge is -1. The electronic energy is -9268.324 eV. As for the relative energy (zero: lowest compared OMol25 entry of this formula, charge and spin): 2.119 eV. For the molar mass, the calculation gives 85.04 u. As for the spin multiplicity: 1. The HOMO energy is -4.58 eV.


Entry 6:
Density functional theory data (the ωB97M-V functional and the def2-TZVPD basis) for an isolated ion of composition C8H13N2 and charge +1 in a non-equilibrium geometry.

Last column: natural (NBO) charge in e.
Element x y z (Å)
H (-1.185, 1.064, -1.392)  0.224
H (1.397, -2.482, 0.284)  0.285
C (2.155, -0.163, 0.820)  -0.406
H (2.326, 0.867, 0.865)  0.221
C (0.546, -1.764, 0.208)  -0.173
C (-0.877, -1.856, 0.208)  0.040
N (-2.023, -0.969, 0.114)  -0.357
N (0.943, -0.306, 0.032)  -0.242
H (-0.561, 0.266, 1.433)  0.242
H (0.484, 1.516, 0.865)  0.234
H (0.282, 0.108, -1.991)  0.239
H (-3.511, 1.816, 0.153)  0.250
H (3.043, -0.742, 0.335)  0.251
C (-2.991, -0.103, 0.223)  0.423
H (-1.235, -2.758, 0.541)  0.244
C (1.185, 0.049, -1.366)  -0.440
C (-0.158, 0.681, 0.569)  -0.224
C (-2.665, 1.189, 0.275)  -0.350
H (-1.067, 2.410, -0.454)  0.242
C (-1.256, 1.387, -0.297)  -0.429
H (1.587, 1.124, -1.508)  0.248
H (1.778, -0.872, -1.717)  0.242
H (1.804, -0.464, 1.799)  0.237

The value obtained for the maximum force is 8.660 eV Å⁻¹. The charge is +1. The electronic energy is -11472.893 eV. As for the relative energy (zero: lowest compared OMol25 entry of this formula, charge and spin): 8.595 eV. For the molar mass, the calculation gives 137.21 u. As for the spin multiplicity: 1. The HOMO energy (alpha / beta) is -12.25 / -12.25 eV. The structure (SMILES) is C[N+]1(C)/C=C\N=C=CCC1.


Entry 7:
Density functional theory data (the ωB97M-V functional and the def2-TZVPD basis) for C43H39BiN9O8PS3 as an isolated structure in a non-equilibrium geometry.

Last column: Mulliken charge in e.
Element x y z (Å)
H (3.806, -2.421, 1.175)  0.332
C (-3.488, -5.161, -0.318)  -0.900
C (-0.547, 5.300, 1.171)  0.516
C (3.261, 1.479, -0.577)  -0.353
H (-0.263, -7.170, 0.820)  0.400
C (2.955, -0.045, 4.137)  -0.582
H (4.643, 0.218, -2.959)  0.430
N (-1.457, 1.449, -0.774)  1.054
C (1.555, 6.391, 0.644)  -0.487
H (3.615, 0.307, 4.947)  0.348
H (3.807, -0.799, -5.184)  0.425
C (3.057, -2.382, -3.922)  -0.621
C (1.601, 0.295, 4.239)  -0.791
N (-2.667, 3.133, 1.495)  -0.018
C (2.821, 1.861, 0.699)  0.253
C (3.701, -0.288, -2.977)  -0.287
H (-0.327, 0.097, 3.226)  0.434
C (-4.758, -3.293, -1.960)  -0.856
C (2.941, -6.494, 0.051)  -0.616
N (-2.042, 1.442, -2.119)  0.150
H (-2.978, -5.791, 0.423)  0.624
H (2.240, 5.850, -1.328)  0.411
H (-3.015, 4.499, -2.606)  0.379
C (3.405, -0.890, 3.121)  -0.982
N (-1.653, 5.234, 2.060)  -0.087
H (4.314, -0.769, -0.985)  0.256
C (-4.237, 3.459, 3.807)  -0.491
H (3.728, -4.551, -0.631)  0.328
O (-4.168, -0.829, -2.134)  -0.677
H (-4.276, 3.921, -1.545)  0.266
H (-3.924, -6.540, -1.899)  0.352
C (3.544, -1.170, -4.189)  -1.248
C (-3.082, 2.391, -2.430)  0.805
C (2.481, 0.437, -1.378)  1.531
C (2.438, -1.296, 2.119)  0.373
H (0.406, 6.689, 2.478)  0.322
C (-4.398, 2.296, 3.008)  -0.863
C (-3.634, 2.227, 1.875)  -0.488
H (-5.308, -5.033, -3.182)  0.337
S (-2.602, -3.375, 1.523)  1.232
H (2.866, -3.026, -4.764)  0.343
O (2.631, 0.702, -2.835)  -0.596
H (-0.421, -4.680, 0.650)  0.270
H (-2.095, 1.967, -0.130)  -0.080
C (-3.203, 3.716, -1.839)  -0.763
O (-3.377, -2.396, 2.239)  -0.645
H (-5.369, -2.568, -2.573)  0.359
N (-2.999, 0.869, -3.929)  0.282
C (0.621, -6.587, 0.512)  -0.382
C (2.582, -2.869, -2.708)  -0.179
C (2.877, -5.110, -0.209)  -0.697
C (0.738, -0.187, 3.219)  -0.496
H (2.300, 7.132, 0.889)  0.475
C (-3.465, -3.783, 0.017)  0.262
C (1.533, 5.624, -0.533)  -0.723
C (3.357, -0.822, -1.559)  -0.414
H (4.445, -1.144, 3.061)  0.450
H (-4.820, 3.591, 4.737)  0.358
H (1.895, 1.451, 1.046)  0.597
C (-2.028, 0.494, -3.099)  0.087
N (1.165, -0.943, 2.172)  0.023
O (-1.241, -2.775, 1.097)  -0.716
H (4.791, 1.830, -2.007)  0.324
N (2.811, -2.207, 1.194)  0.063
C (-4.062, -2.852, -0.820)  0.391
O (1.185, 0.397, -1.023)  0.351
H (3.054, 2.970, 2.414)  0.425
O (-5.305, -0.453, -0.014)  -0.886
C (4.410, 2.109, -1.057)  -0.420
C (-3.235, 4.318, 3.531)  -0.922
C (2.669, -2.184, -1.552)  -0.318
P (1.716, -2.682, -0.062)  0.802
C (5.055, 3.124, -0.322)  -0.994
C (0.520, -5.234, 0.403)  -0.430
N (-3.702, 1.986, -3.514)  -0.841
H (2.138, -3.900, -2.774)  0.264
H (-5.072, 1.482, 3.241)  0.529
H (-1.696, 6.031, 2.710)  0.253
C (-4.031, -5.520, -1.507)  -0.553
C (0.566, 4.706, -0.739)  -0.240
H (-0.630, 2.122, -0.859)  -0.296
H (-3.696, 1.332, 1.200)  0.217
O (-2.422, -4.740, 2.092)  -0.777
H (1.984, -8.254, 0.814)  0.375
O (-3.001, -0.676, 0.150)  -0.345
H (-2.872, 5.132, 4.168)  0.314
N (-0.465, 4.504, 0.125)  0.223
H (4.983, 4.283, 1.537)  0.424
H (-3.375, 0.292, -4.685)  0.252
C (4.588, 3.470, 0.923)  -0.603
H (1.129, 0.785, 5.054)  0.527
H (-2.571, 3.906, -0.972)  -0.164
C (0.536, 6.195, 1.514)  -0.944
C (1.845, -7.239, 0.442)  -0.486
C (-2.499, 4.147, 2.332)  0.855
C (-4.765, -4.626, -2.300)  -0.648
S (-4.194, -1.041, -0.710)  1.562
S (-1.170, -0.958, -3.036)  -0.411
H (5.972, 3.641, -0.704)  0.319
C (1.658, -4.454, -0.038)  0.494
H (3.901, -7.010, -0.196)  0.296
Bi (-0.433, -0.951, -0.159)  2.669
H (0.699, 4.097, -1.604)  0.404
C (3.498, 2.786, 1.428)  -1.081

The value obtained for the maximum force is 3.643 eV Å⁻¹. The electronic energy is -122645.796 eV. As for the relative energy (zero: lowest compared OMol25 entry of this formula, charge and spin): 2.392 eV. For the molar mass, the calculation gives 1145.99 u. As for the spin multiplicity: 1. The HOMO energy is -8.38 eV.


Entry 8:
Density functional theory data (the ωB97M-V functional and the def2-TZVPD basis) for an isolated ion of composition C4H10NS and charge -1 in a non-equilibrium geometry.

Last column: natural (NBO) charge in e.
Element x y z (Å)
H (-0.991, -2.259, -0.089)  0.168
C (-2.164, -1.031, -1.886)  -0.411
C (-0.290, -0.336, 0.638)  -0.441
H (-2.506, -0.441, -2.725)  0.193
H (0.279, 1.426, -0.380)  0.158
H (1.543, 0.272, -0.306)  0.157
N (-0.731, -1.070, -1.734)  -0.644
H (-1.262, 0.178, 0.698)  0.183
H (-2.635, -0.640, -0.952)  0.159
H (-2.586, -2.042, -1.876)  0.173
S (1.521, 1.629, 1.690)  -0.693
H (0.736, -1.831, -0.413)  0.190
H (-0.206, -0.756, 1.650)  0.210
C (0.756, 0.732, 0.338)  -0.544
C (-0.291, -1.463, -0.376)  -0.213
H (-0.316, -0.156, -1.886)  0.356

The value obtained for the maximum force is 2.087 eV Å⁻¹. The charge is -1. The electronic energy is -16635.721 eV. As for the relative energy (zero: lowest compared OMol25 entry of this formula, charge and spin): 0.390 eV. For the molar mass, the calculation gives 104.20 u. As for the spin multiplicity: 1. The HOMO energy is -2.26 eV. The structure (SMILES) is CNCCC[S-].